(1)
Entry from the Open Molecules 2025 dataset: 6 unconnected molecules or ions with the total composition C2H16O5S at a distorted geometry (wB97M-V/def2-TZVPD).

Results
* Kohn-Sham gap: 9.34 eV
* HOMO: -9.26 eV
* SMILES string: CCS.O.O.O.O.O
* LUMO: 0.1 eV

Last column: natural (NBO) charge in e.
Element x y z (Å)
C 3.240 -1.456 -1.421  -0.6631
C 3.260 0.013 -1.815  -0.5108
S 3.097 1.003 -0.287  -0.0694
H 2.441 -1.687 -0.711  0.2221
H 4.164 -2.010 -1.210  0.2281
H 2.730 -2.144 -2.073  0.2253
H 4.203 0.201 -2.330  0.2162
H 2.438 0.313 -2.457  0.2134
H 3.551 0.023 0.556  0.1379
O -1.287 -0.318 -4.108  -0.9291
H -1.334 0.458 -3.539  0.4652
H -0.380 -0.615 -3.972  0.4646
O -1.872 -2.163 3.139  -0.9566
H -1.754 -2.159 4.098  0.4648
H -2.663 -1.601 3.113  0.4879
O -3.552 4.398 -0.115  -0.9292
H -3.693 5.358 -0.177  0.4657
H -2.678 4.371 -0.545  0.4636
O -4.098 -0.216 2.270  -0.9601
H -4.052 0.746 2.272  0.4836
H -4.303 -0.495 1.366  0.4812
O 0.983 -0.713 3.016  -0.9508
H 0.437 -1.338 2.522  0.4833
H 1.122 0.031 2.405  0.4664

---

(2)
Entry from the Open Molecules 2025 dataset: 6 unconnected molecules or ions with the total composition C2H16O6 at a distorted geometry (wB97M-V/def2-TZVPD).

Results
* Kohn-Sham gap: 10.64 eV
* HOMO: -10.38 eV
* SMILES string: CO.CO.O.O.O.O
* LUMO: 0.3 eV

Last column: natural (NBO) charge in e.
Element x y z (Å)
C -1.067 -1.419 1.217  -0.2542
O 0.047 -0.667 0.785  -0.7978
H -1.526 -1.989 0.401  0.1668
H -0.666 -2.185 1.913  0.1954
H -1.790 -0.802 1.683  0.1670
H -0.284 0.107 0.292  0.5101
C -2.264 2.008 -0.227  -0.2404
O -1.282 1.056 -0.611  -0.7663
H -2.172 2.111 0.817  0.1660
H -1.957 2.955 -0.640  0.1654
H -3.275 1.683 -0.477  0.1857
H -0.530 1.555 -0.914  0.5091
O 2.421 -1.536 1.598  -1.0029
H 2.484 -1.238 2.542  0.4736
H 1.647 -1.048 1.226  0.4988
O 0.372 2.827 -1.739  -0.9546
H 0.151 3.773 -1.681  0.4859
H 1.293 2.746 -1.845  0.4953
O 0.886 -3.560 0.008  -0.9589
H 0.531 -2.702 -0.227  0.4640
H 1.670 -3.331 0.556  0.4907
O 1.835 0.207 -1.432  -0.9772
H 2.074 -0.583 -0.951  0.4947
H 1.401 0.032 -2.294  0.4838

---

(3)
Entry from the Open Molecules 2025 dataset: 7 unconnected molecules or ions with the total composition C2H16O6 at a distorted geometry (wB97M-V/def2-TZVPD).

Results
* Kohn-Sham gap (alpha / beta): 7.48 / 3.51 eV
* HOMO (alpha / beta): -13.52 / -13.52 eV
* charge: +1
* spin multiplicity: 2
* LUMO (alpha / beta): -6.0 / -10.0 eV
* ⟨S²⟩: 0.75

Last column: natural (NBO) charge in e.
Element x y z (Å)
C -2.491 -1.677 -1.530  0.0191
C -3.146 -1.064 -2.576  0.0029
H -1.437 -1.531 -1.315  0.2538
H -2.920 -2.446 -0.876  0.2381
H -2.711 -0.272 -3.194  0.2375
H -4.187 -1.288 -2.865  0.2356
H 1.678 2.399 0.089  0.4855
H 1.730 1.756 1.568  0.5173
O 1.982 1.674 0.627  -1.0225
H -2.137 2.761 -1.547  0.4787
H -1.594 2.353 -0.100  0.4851
O -1.368 2.496 -1.011  -0.9587
H 1.898 -1.281 0.159  0.5176
H 1.403 -0.132 -0.747  0.5074
O 1.147 -0.985 -0.381  -0.9898
H 0.921 0.602 3.346  0.4672
H -0.123 0.659 2.406  0.4952
O 0.462 1.330 2.864  -0.9675
H 4.184 -1.013 -0.457  0.4777
H 3.735 -0.014 0.618  0.4963
O 3.892 -0.965 0.451  -0.9601
H -0.355 -1.690 1.986  0.4770
H 0.046 -0.835 0.868  0.4985
O -0.611 -0.837 1.617  -0.9919

---

(4)
Entry from the Open Molecules 2025 dataset: 7 unconnected molecules or ions with the total composition C2H18O6 at a distorted geometry (wB97M-V/def2-TZVPD).

Results
* Kohn-Sham gap: 10.98 eV
* HOMO: -10.80 eV
* SMILES string: CC.O.O.O.O.O.O
* LUMO: 0.2 eV

Last column: natural (NBO) charge in e.
Element x y z (Å)
C 1.788 0.606 -0.375  -0.6069
C 2.194 1.925 0.317  -0.6211
H 0.797 0.267 -0.233  0.2127
H 2.350 -0.230 0.006  0.1791
H 1.992 0.720 -1.518  0.2080
H 1.356 2.214 0.913  0.2102
H 3.034 1.853 1.072  0.2028
H 2.422 2.742 -0.371  0.2146
O -2.397 2.539 -0.822  -0.9711
H -2.503 1.528 -0.839  0.4803
H -2.156 2.872 0.080  0.4903
O 1.594 -3.146 1.267  -0.9478
H 0.833 -3.013 1.861  0.4934
H 1.818 -2.211 0.890  0.4744
O 0.001 -2.448 -0.840  -0.9430
H -0.221 -3.205 -1.201  0.4592
H 0.831 -2.836 -0.450  0.4887
O -1.941 -2.280 1.098  -0.9712
H -2.781 -2.330 0.667  0.4633
H -1.320 -2.331 0.374  0.4824
O -1.747 -0.088 -3.277  -0.9150
H -1.272 -0.425 -2.673  0.4464
H -1.093 0.318 -3.916  0.4692
O -1.285 2.593 2.342  -0.9471
H -1.818 1.854 2.660  0.4731
H -0.474 2.512 2.968  0.4753